No. 1
Entry from the Open Molecules 2025 dataset: a structure of composition C31H28N2O2PSV in a non-equilibrium geometry (ωB97M-V with the def2-TZVPD basis set).

Calculated values
- largest force on an atom (eV/Å) = 1.53
- total energy (hartree) = -3141.36371
- Kohn-Sham gap (alpha / beta) (eV) = 8.4 / 8.3

Structure (ORCA input):
```
! RIJCOSX wB97M-V def2-TZVPD def2/J DEFGRID3
* xyz 1 2
V 0.20 0.83 0.30
S 2.37 0.36 -0.79
P -2.12 1.21 0.28
O 3.00 1.41 -0.03
O 1.14 0.80 -1.56
N 1.64 -0.72 0.16
N 0.57 -0.16 2.07
C 5.94 -2.45 -4.67
C -1.65 3.75 -2.94
C -3.10 1.77 2.77
C 2.65 -0.75 3.76
C -1.75 3.28 -1.64
C -3.74 2.50 3.75
C 3.42 -0.41 -1.90
C 2.85 -1.30 -2.81
C -4.23 4.22 2.15
C -3.55 -2.60 0.32
C 3.68 -1.95 -3.70
C 0.14 2.46 1.13
C -3.58 3.49 1.16
C -2.73 -1.49 0.40
C 4.78 -0.15 -1.86
C 1.74 -0.63 1.59
C -2.29 1.59 -3.77
C -2.40 1.12 -2.47
C 1.43 -0.30 4.27
C -4.59 -0.06 -0.12
C -2.15 1.96 -1.39
C 5.59 -0.82 -2.77
C -3.24 -0.22 0.17
C 2.82 -0.92 2.40
C -4.89 -2.44 0.02
C -5.41 -1.17 -0.21
C -4.30 3.73 3.45
C -1.92 2.91 -4.01
C -3.00 2.26 1.47
C 0.42 0.00 3.39
C 5.06 -1.72 -3.69
H -1.50 3.95 -0.83
H 1.78 -1.47 -2.82
H -4.68 5.17 1.90
H 3.25 -2.64 -4.41
H -1.67 -1.62 0.63
H -1.35 4.78 -3.12
H 0.12 2.75 2.17
H 5.52 -2.41 -5.67
H -6.46 -1.04 -0.44
H 6.94 -2.03 -4.70
H 0.30 3.30 0.44
H -3.57 3.87 0.15
H -5.00 0.93 -0.29
H -4.80 4.31 4.21
H -1.83 3.28 -5.02
H 3.75 -1.27 1.96
H -0.53 0.39 3.72
H 6.66 -0.64 -2.76
H 3.46 -0.98 4.43
H 6.02 -3.50 -4.39
H 1.28 -0.18 5.33
H -3.81 2.10 4.76
H -2.70 0.79 3.01
H -2.69 0.09 -2.31
H -3.15 -3.59 0.50
H -5.54 -3.30 -0.05
H 5.19 0.55 -1.16
H -2.49 0.93 -4.60
*
```



No. 2
Entry from the Open Molecules 2025 dataset: a structure of composition C2HO3Y in a non-equilibrium geometry (ωB97M-V with the def2-TZVPD basis set).

Calculated values
- largest force on an atom (eV/Å) = 10.01
- total energy (hartree) = -339.33346
- Kohn-Sham gap (alpha / beta) (eV) = 4.4 / 11.2
- energy relative to the best compared isomer or geometry (same formula, charge and spin) (kcal per mole) = 52.0

Structure (ORCA input):
```
! RIJCOSX wB97M-V def2-TZVPD def2/J DEFGRID3
* xyz 3 2
Y 2.98 0.67 0.06
O 0.67 0.35 -0.04
O -0.96 2.04 -0.01
O -1.49 -0.59 -0.25
C -0.45 -1.33 -0.22
C -0.44 1.01 -0.04
H -0.31 -2.16 0.50
*
```



No. 3
Entry from the Open Molecules 2025 dataset: a structure of composition C22H21MoN6O4S in a non-equilibrium geometry (ωB97M-V with the def2-TZVPD basis set).

Calculated values
- largest force on an atom (eV/Å) = 3.71
- total energy (hartree) = -1945.76907
- Kohn-Sham gap (alpha / beta) (eV) = 3.9 / 3.9

Structure (ORCA input):
```
! RIJCOSX wB97M-V def2-TZVPD def2/J DEFGRID3
* xyz 3 1
Mo 0.90 0.26 0.53
S -0.16 -0.06 -1.95
O -1.38 -0.71 -1.62
O 1.07 -0.69 -1.28
O -0.49 -0.78 0.85
O 2.49 0.89 0.80
N 0.65 1.17 -7.62
N 0.18 -1.19 2.91
N -0.35 1.95 1.11
N 1.19 -0.45 2.43
N -2.04 2.44 -0.48
N 0.01 1.29 -0.95
C 2.27 -0.34 3.25
C 3.37 0.48 2.88
C -3.04 -4.02 3.33
C 4.62 1.96 1.24
C -3.91 -4.15 2.25
C -0.96 0.04 -4.55
C -0.74 -1.41 2.00
C -2.74 -2.44 1.05
C -3.76 -3.35 1.11
C -2.70 3.10 0.46
C -2.02 -3.10 3.30
C 0.46 0.87 -6.34
C -2.20 3.26 1.75
C 2.29 -1.06 4.54
C -1.85 -2.30 2.14
C 0.08 0.26 -3.65
C -1.00 2.63 2.06
C 1.50 1.08 -5.39
C -0.78 0.34 -5.88
C -0.88 1.94 -0.16
C 1.31 0.78 -4.06
C 3.49 1.09 1.65
H 3.16 -0.81 5.14
H -3.66 3.52 0.16
H 4.30 2.68 0.49
H 2.28 -2.14 4.36
H -2.58 -1.83 0.17
H 1.54 1.53 -7.94
H -0.57 2.68 3.06
H -4.70 -4.89 2.29
H -3.16 -4.66 4.20
H -1.32 -3.00 4.11
H 5.42 1.35 0.80
H 5.05 2.47 2.10
H -0.07 1.03 -8.30
H -2.73 3.84 2.49
H -1.90 -0.37 -4.20
H -1.58 0.18 -6.58
H 2.10 0.93 -3.34
H -4.43 -3.48 0.28
H 2.44 1.49 -5.72
H 4.17 0.59 3.59
H 1.37 -0.87 5.10
*
```



No. 4
Entry from the Open Molecules 2025 dataset: a cluster of 10 separate species, C27H69BrN5O9 in total in a non-equilibrium geometry (ωB97M-V with the def2-TZVPD basis set).

Calculated values
- largest force on an atom (eV/Å) = 4.39
- total energy (hartree) = -4594.44598
- Kohn-Sham gap (eV) = 6.3
- energy relative to the best compared isomer or geometry (same formula, charge and spin) (kcal per mole) = 140.6

Structure (ORCA input):
```
! RIJCOSX wB97M-V def2-TZVPD def2/J DEFGRID3
* xyz 1 1
Br 1.06 -0.83 2.74
O -2.74 -1.03 8.72
O 3.14 -2.71 6.44
O -0.76 -4.97 -0.36
O -7.17 -0.80 -0.10
O 7.73 2.32 -6.05
O 2.68 -2.18 -1.89
O 2.24 5.42 -5.25
O 3.60 1.60 -5.67
O 8.31 -0.12 -2.64
N -3.82 -1.49 -0.21
N 2.53 1.54 -2.63
N 0.31 0.33 -3.31
N 0.40 2.56 -2.38
N -2.86 1.26 5.39
C -4.14 -0.47 -1.25
C -3.56 -0.02 9.28
C -2.62 2.76 2.02
C -3.10 3.02 3.53
C -4.43 -2.80 -0.40
C 1.42 6.49 -5.70
C 9.29 0.81 -3.08
C -3.23 -3.76 1.76
C -1.63 -2.15 3.19
C -2.11 2.22 4.52
C -2.26 0.23 1.15
C -2.62 -2.34 1.94
C -0.10 -4.06 -1.23
C 7.69 2.75 -7.40
C -1.71 -1.00 -2.32
C 1.07 1.48 -2.76
C -0.13 -2.45 2.64
C -2.88 0.08 -2.08
C 3.39 -2.87 -0.87
C -7.46 -1.23 1.22
C -3.33 1.44 1.37
C 3.13 -1.41 5.88
C -4.18 -3.99 0.56
C -0.22 -0.42 -2.11
C 3.63 2.90 -6.25
C 0.62 -3.63 3.43
C -2.94 -1.19 0.91
H -0.10 -4.49 3.70
H 3.88 2.81 -7.31
H -2.94 4.14 3.76
H -5.11 -2.96 -1.31
H 2.65 3.37 -6.15
H -1.77 -1.32 -3.43
H -4.75 0.39 -0.78
H 1.38 7.27 -4.93
H 2.13 -0.97 5.98
H 8.86 1.82 -3.10
H -3.76 1.81 0.36
H -7.25 -2.30 1.31
H -4.72 -4.97 0.31
H -2.51 1.06 -1.60
H -2.97 0.89 9.46
H 2.94 -2.66 0.11
H -3.96 -0.37 10.23
H -1.70 -1.10 3.63
H -3.03 -4.65 2.45
H 1.83 5.07 -4.45
H 7.38 1.92 -8.04
H -0.53 0.64 -3.83
H -2.40 -0.68 7.88
H -8.52 -1.05 1.42
H -1.94 -2.89 4.01
H -4.15 1.12 2.11
H 1.20 -3.27 4.36
H 0.42 6.13 -5.92
H -1.55 0.25 2.05
H 1.86 6.91 -6.60
H 6.84 2.03 -5.81
H 3.39 -1.47 4.83
H -1.60 -4.57 -0.11
H 9.65 0.54 -4.07
H -1.64 0.53 0.24
H -0.71 -3.89 -2.12
H 2.91 -2.63 7.38
H -0.14 -2.75 1.52
H 6.99 3.58 -7.50
H 2.83 1.41 -1.64
H -2.47 0.31 5.25
H 10.13 0.80 -2.38
H 2.87 2.48 -2.89
H -2.95 3.69 1.41
H 4.43 -2.56 -0.87
H -0.62 2.40 -2.52
H 0.86 -4.49 -1.53
H 4.38 3.51 -5.75
H 3.38 1.71 -4.74
H 0.08 -3.11 -0.71
H -1.33 1.66 3.87
H -3.86 1.24 5.14
H -6.86 -0.67 1.94
H 2.75 -1.23 -1.69
H 3.32 -3.94 -1.06
H -1.51 2.96 5.17
H -4.39 0.20 8.60
H -6.23 -0.97 -0.26
H -3.28 0.37 -3.12
H -0.09 0.21 -1.17
H 8.69 3.08 -7.70
H 7.59 -0.08 -3.27
H -1.48 2.72 1.92
H 3.87 -0.78 6.40
H -4.86 -0.95 -2.02
H 0.48 -1.34 -1.98
H -1.79 -1.95 -1.71
H -4.21 2.81 3.71
H 1.42 -4.12 2.75
*
```



No. 5
Entry from the Open Molecules 2025 dataset: a structure of composition C3H5ClF2 in a non-equilibrium geometry (ωB97M-V with the def2-TZVPD basis set).

Calculated values
- largest force on an atom (eV/Å) = 5.04
- total energy (hartree) = -777.16192
- Kohn-Sham gap (eV) = 10.9
- energy relative to the best compared isomer or geometry (same formula, charge and spin) (kcal per mole) = 42.0

Structure (ORCA input):
```
! RIJCOSX wB97M-V def2-TZVPD def2/J DEFGRID3
* xyz 0 1
Cl 2.63 0.36 -0.64
F 1.30 -1.39 0.51
F -0.65 1.67 0.49
C -0.28 0.61 -0.20
C -1.38 -0.36 -0.24
C 1.44 -0.09 0.51
H 0.15 0.79 -1.16
H 1.82 0.19 1.41
H -1.01 -1.35 -0.17
H -2.02 -0.19 0.61
H -2.01 -0.24 -1.11
*
```



No. 6
Entry from the Open Molecules 2025 dataset: an isolated molecule of C21H24N2O2 (ωB97M-V with the def2-TZVPD basis set).

Calculated values
- largest force on an atom (eV/Å) = 0.57
- total energy (hartree) = -1074.65705
- Kohn-Sham gap (eV) = 8.8
- energy relative to the best compared isomer or geometry (same formula, charge and spin) (kcal per mole) = 22.9
- structure (SMILES) = O=C(CCC1CCCCC1)Nc1ccc(C(=O)c2ccncc2)cc1

Structure (ORCA input):
```
! RIJCOSX wB97M-V def2-TZVPD def2/J DEFGRID3
* xyz 0 1
O 3.78 -0.55 -2.34
O -2.60 -2.80 -0.58
N 6.51 1.22 1.44
N -1.68 -1.29 0.86
C -3.78 0.70 -0.89
C 5.42 1.20 -0.68
C 6.38 1.67 0.20
C -3.30 2.14 -0.94
C 4.67 -0.25 1.06
C -2.70 -2.08 0.39
C -4.99 -1.04 0.52
C 2.16 -0.56 -0.63
C 4.53 0.23 -0.24
C -0.42 -1.08 0.33
C 0.40 -0.13 0.95
C -4.49 3.10 -0.85
C 1.33 -1.49 -1.26
C 0.06 -1.76 -0.79
C -5.29 2.83 0.42
C 3.50 -0.32 -1.18
C -4.54 0.42 0.41
C -5.74 1.37 0.48
C -3.97 -1.96 1.20
C 5.68 0.28 1.85
C 1.67 0.13 0.48
H -4.45 0.51 -1.73
H -6.41 1.17 -0.35
H 5.83 -0.07 2.86
H -4.41 -2.96 1.27
H -4.14 4.13 -0.86
H -6.16 3.49 0.47
H -1.89 -0.72 1.67
H 1.71 -2.01 -2.13
H -5.92 -1.09 1.09
H 5.35 1.58 -1.69
H -3.77 -1.60 2.21
H -2.93 0.02 -0.99
H -6.29 1.20 1.41
H 7.08 2.43 -0.09
H -3.89 0.66 1.26
H -0.56 -2.49 -1.28
H -5.14 2.95 -1.72
H -2.76 2.32 -1.87
H 2.27 0.88 0.97
H 0.02 0.42 1.81
H -4.66 3.05 1.29
H -5.20 -1.43 -0.48
H 4.02 -1.03 1.43
H -2.61 2.33 -0.11
*
```